Density functional theory data (wB97M-V/def2-TZVPD) for 9 unconnected molecules or ions with the total composition C21H64N14O9 in a non-equilibrium geometry.

## Properties
- E_LUMO: -0.109 eV
- Energy relative to the best compared isomer or geometry (same formula, charge and spin): 549.23 kJ/mol
- Orbital gap: 9.04 eV
- SMILES: COC[C@H](C)N.COC[C@H](C)N.COC[C@H](C)N.COC[C@H](C)N.NC(N)=O.NC(N)=O.NC(N)=O.NC(N)=O.NC(N)=O

```
108
Properties=species:S:1:pos:R:3:forces:R:3:lowdin_charge:R:1
C -0.34644 5.02687 0.61004 0.84 -0.44 1.11 -0.1261
O -1.04618 4.87652 -0.56169 -0.77 0.22 -2.21 -0.1898
C -0.36525 5.53916 -1.62605 0.52 0.15 -1.67 -0.1744
C 0.61110 4.58284 -2.48753 -0.85 0.77 0.33 -0.3728
C 1.14977 5.16799 -3.82718 1.04 -0.53 2.39 -0.0532
N -0.19639 3.43179 -2.97122 0.13 0.84 1.09 0.0359
H -0.81898 4.47775 1.42445 -0.29 -0.03 -0.12 0.0830
H -0.29767 6.07932 0.88943 0.31 0.10 0.14 0.0945
H 0.63653 4.58644 0.44301 0.51 0.34 0.49 0.0780
H -1.06406 5.95798 -2.35017 -0.81 -0.60 -0.09 0.1158
H 0.05823 6.48964 -1.30147 0.84 -0.27 0.55 0.1179
H 1.36324 4.24177 -1.77616 0.42 -0.02 -0.39 0.1028
H 1.87071 5.95864 -3.61929 -0.56 0.66 -0.47 0.0750
H 0.28142 5.32939 -4.46594 0.48 0.67 -0.22 0.0770
H 1.79007 4.36779 -4.19837 -0.29 -0.14 -0.49 0.0756
H -0.48673 3.78347 -3.87239 -0.59 -0.58 -0.27 0.0494
H -0.97903 3.59085 -2.35294 -0.93 -1.12 -0.11 0.0462
C 0.15940 -3.57411 -2.16420 -0.52 1.06 -1.34 -0.0616
O 0.22373 -2.98361 -3.50107 -0.64 -0.91 -0.17 -0.2062
C -0.08427 -1.57996 -3.55944 1.77 -0.67 1.07 -0.2024
C 0.24443 -0.97474 -4.92776 0.72 2.13 1.41 -0.4300
C 0.29316 0.61217 -4.78452 0.66 -1.06 0.09 -0.0650
N -0.74349 -1.22791 -5.90341 -1.58 -0.65 -0.61 0.0304
H 0.04256 -4.65524 -2.23903 0.26 0.12 -0.26 0.0862
H -0.74008 -3.19397 -1.67992 0.08 0.07 0.36 0.0607
H 1.05970 -3.30368 -1.61244 0.00 -0.02 0.19 0.0786
H -1.09923 -1.35926 -3.22893 -0.34 -0.06 -0.15 0.1111
H 0.59124 -1.20698 -2.78958 -0.06 0.99 0.06 0.1032
H 1.21682 -1.33538 -5.26316 0.10 -0.05 0.10 0.1352
H 0.37515 1.13990 -5.73472 0.32 -0.47 -0.32 0.0695
H 1.15084 0.88448 -4.16945 -0.19 0.23 0.12 0.0646
H -0.61374 1.05269 -4.37030 -0.08 -0.41 0.52 0.0533
H -1.15755 -2.11806 -5.66614 0.05 -0.73 -0.49 0.0702
H -1.48813 -0.61319 -5.60720 -0.54 0.39 -0.52 0.0628
C -4.24512 -1.15617 2.67761 0.16 0.22 -0.89 -0.0858
O -4.30149 -2.07872 1.57876 -1.19 0.18 -0.76 -0.2167
C -4.80948 -1.38181 0.39932 0.71 0.68 -0.64 -0.1735
C -4.97173 -2.22904 -0.85024 0.91 -1.33 -1.56 -0.4231
C -3.67871 -2.60813 -1.63115 -0.64 -0.24 1.63 -0.0495
N -5.78324 -1.56099 -1.85344 -1.24 1.69 0.51 0.0177
H -3.90936 -1.55085 3.63656 0.00 -0.81 -0.36 0.0944
H -5.24316 -0.74229 2.82157 0.14 0.40 0.05 0.0946
H -3.49211 -0.43671 2.35596 -0.29 0.68 0.34 0.0638
H -5.72558 -0.79573 0.47264 -0.67 -0.64 1.11 0.1232
H -4.14883 -0.56074 0.12099 0.90 0.04 0.23 0.1188
H -5.47892 -3.14743 -0.55460 -0.09 -0.17 -0.02 0.1343
H -4.00975 -3.12980 -2.52913 0.33 -0.34 0.16 0.0771
H -3.11042 -3.23555 -0.94450 0.69 -0.14 -0.52 0.0594
H -3.14384 -1.71311 -1.94891 0.18 0.02 0.27 0.0666
H -5.85315 -1.99446 -2.76301 0.08 -0.85 0.34 0.0707
H -5.30792 -0.70422 -2.09864 -0.01 0.52 0.15 0.0691
C -1.01745 1.19021 -0.55338 1.40 -0.38 -0.41 -0.0772
O -0.65413 -0.18924 -0.47654 -0.93 -0.52 0.03 -0.2148
C -0.29867 -0.70043 0.79063 1.99 0.73 -0.27 -0.1564
C 1.10388 -0.08434 1.16653 1.62 -0.67 0.37 -0.3833
C 2.29435 -0.58518 0.32579 -1.34 0.06 -2.23 -0.0503
N 1.47753 -0.30075 2.57000 -1.54 -0.25 0.17 0.0385
H -1.43549 1.54604 0.38828 -0.44 0.15 -0.23 0.0960
H -1.57008 1.34330 -1.48034 -0.79 -0.23 0.46 0.0822
H -0.11805 1.74930 -0.81146 0.26 0.37 0.49 0.0681
H -1.01573 -0.52194 1.59192 -0.28 0.40 -0.07 0.0946
H -0.21420 -1.78200 0.68485 0.06 -0.07 -0.09 0.1191
H 1.08174 0.99015 0.98465 -0.40 0.17 -0.02 0.1134
H 3.15609 0.08227 0.32658 0.09 -0.12 0.54 0.0581
H 1.95307 -0.54010 -0.70842 0.00 0.28 -0.50 0.0587
H 2.56751 -1.63991 0.35799 0.07 -0.02 1.01 0.0744
H 1.51562 -1.30500 2.67069 0.00 -0.45 0.69 0.0461
H 2.38955 0.05411 2.81979 0.16 0.08 -0.34 0.0509
N 1.55895 -5.13328 2.16755 -0.89 -4.54 -2.23 0.1852
C 1.98130 -4.12424 2.82713 -0.84 2.40 -0.38 -0.7771
N 3.26381 -3.87544 2.65476 2.89 0.88 0.47 0.1802
O 1.17354 -3.36239 3.32934 -0.75 1.56 1.67 0.0030
H 0.57378 -5.27543 1.99628 0.06 -0.18 -0.23 0.0768
H 2.24613 -5.67469 1.66282 -0.67 -0.25 -0.03 0.1153
H 3.83551 -4.46339 2.06520 -0.08 0.24 0.40 0.1094
H 3.69909 -3.13703 3.18897 0.20 0.00 0.05 0.0684
N 4.21345 0.04866 5.50923 -1.58 3.24 6.33 0.1937
C 4.60663 -0.50758 4.45682 -0.05 -2.89 -2.72 -0.8239
N 4.66761 0.33482 3.44179 0.47 0.69 -1.63 0.1575
O 4.73511 -1.70125 4.34476 0.80 -2.38 -0.55 0.0411
H 4.08971 -0.47957 6.36115 0.04 0.18 -0.23 0.1426
H 4.31533 1.05263 5.55120 -0.30 -0.29 0.77 0.1206
H 4.47484 1.28064 3.73907 0.62 0.19 -1.60 0.1118
H 5.13022 -0.10997 2.66189 -0.05 1.23 -0.45 0.1271
N 5.24538 4.56808 -1.56621 2.07 1.75 -2.20 0.1666
C 4.26786 4.35236 -0.72582 -0.58 -1.02 0.84 -0.7982
N 4.32136 3.09856 -0.31600 -0.04 -3.95 1.55 0.1506
O 3.41350 5.08916 -0.34974 -1.70 2.48 0.57 0.0605
H 5.47575 5.53754 -1.73104 0.29 -0.44 -0.45 0.1249
H 5.81684 3.77217 -1.81132 0.27 0.93 -0.27 0.1093
H 5.13967 2.54291 -0.52027 -0.36 -0.03 0.29 0.0981
H 3.74631 2.77875 0.45025 -0.02 0.25 -0.35 0.1047
N 0.11751 2.01936 3.57011 5.61 3.02 -0.92 0.1780
C -1.11210 2.09545 3.88919 -3.07 3.30 0.12 -0.8394
N -1.62297 0.94122 3.87794 -4.09 -6.10 0.38 0.1704
O -1.82285 3.08308 4.07785 0.59 1.03 0.43 0.0107
H 0.47242 2.95726 3.44977 0.68 -0.24 -0.28 0.1183
H 0.46001 1.26117 2.99745 0.35 -0.22 0.42 0.0415
H -1.08373 0.12792 3.61748 -0.31 -0.03 0.29 0.1001
H -2.63028 0.92866 3.95064 0.28 -0.45 0.04 0.1131
N -3.25593 -5.55354 0.98682 -4.48 -3.89 -2.26 0.1630
C -2.06333 -5.14724 1.27552 -2.03 0.22 -1.11 -0.8539
N -2.18381 -4.04991 1.90403 2.19 4.22 3.36 0.2028
O -1.12071 -5.67618 0.80062 4.72 -2.05 -0.70 0.0640
H -3.21270 -6.38367 0.41314 -0.77 0.07 0.03 0.1214
H -4.13893 -5.21983 1.34607 0.44 -0.17 0.01 0.1175
H -1.30306 -3.73449 2.28468 -0.42 1.10 0.33 0.1083
H -3.08455 -3.59373 1.87843 0.61 0.69 0.47 0.0813
```
Positions in Å, forces in eV/Å.